Below is 3 unconnected molecules or ions with the total composition C7H22FNO4P in a non-equilibrium geometry, with properties calculated with the ωB97M-V functional and the def2-TZVPD basis.

Positions of all 36 atoms, in Å:
C -0.1965 0.5643 -1.8676
C 0.3323 1.4384 -0.7583
F 0.3894 2.7686 -1.2480
P 2.0410 0.8847 -0.0704
C 3.7510 0.3905 0.6135
O 2.8237 1.7646 -1.5518
N 3.9096 1.2395 -2.1102
O 3.6725 0.3659 -2.8945
H -0.8910 -0.1804 -1.4858
H -0.7178 1.1794 -2.5970
H 0.6179 0.0527 -2.3800
H -0.3606 1.4706 0.0746
H 2.1017 2.1373 0.6677
H 1.3645 0.2111 1.0193
H 1.9937 -0.3398 -0.8710
H 4.1576 -0.4651 0.0769
H 3.5906 0.0931 1.6494
H 4.4661 1.2082 0.6023
C -4.6008 1.4087 2.1094
C -3.7392 1.9524 0.9819
O -2.7059 1.0589 0.6041
H -3.9823 1.1783 2.9769
H -5.3652 2.1302 2.4046
H -5.1046 0.4888 1.8013
H -3.2312 2.8625 1.2970
H -4.3644 2.2029 0.1161
H -3.1080 0.2451 0.2898
C 0.2441 -3.4043 -0.8177
C 0.8051 -3.0727 0.5522
O -0.0510 -2.2187 1.2950
H 0.0672 -2.4835 -1.3733
H 0.9381 -4.0262 -1.3859
H -0.7046 -3.9441 -0.7300
H 1.7344 -2.5148 0.4484
H 1.0156 -3.9916 1.1166
H -0.8931 -2.6556 1.4445

Atomic forces in eV per Å
0.0 0.0 -0.1
0.4 0.0 -0.3
0.0 0.1 0.1
-0.5 -0.7 1.2
-0.3 0.0 0.1
0.6 0.2 -0.5
-0.3 0.4 0.3
0.0 -0.3 -0.3
-0.1 -0.2 0.1
-0.2 0.1 -0.1
0.1 -0.1 -0.1
0.0 0.0 0.2
0.1 0.1 -0.2
0.0 0.1 0.0
0.1 0.2 -0.2
0.1 -0.1 -0.2
0.0 0.0 0.2
0.1 0.2 -0.2
0.1 0.0 0.0
0.0 0.0 0.0
-0.2 0.1 0.1
0.0 0.0 0.0
0.0 0.0 0.0
0.0 0.0 0.0
0.0 0.0 0.0
0.0 0.0 0.0
0.0 -0.1 -0.1
-0.1 0.1 0.0
0.0 0.0 0.0
-0.1 0.1 0.1
0.0 0.0 0.0
0.0 0.0 0.0
0.0 0.0 0.0
0.0 0.0 0.0
0.0 0.0 0.0
0.0 -0.1 -0.1

Properties
- frontier orbital gap (eV) = 6.480
- E_LUMO (eV) = 2.75
- HOMO level (Eh) = -0.137
- DFT total energy (eV) = -29297.95457
- total charge = -1

---

Below is a molecular structure, C6H8LiO6Tl in a non-equilibrium geometry, with properties calculated with the ωB97M-V functional and the def2-TZVPD basis.

Positions of all 22 atoms, in Å:
O -3.0706 1.2044 1.4726
C -3.0037 0.7216 0.2408
C -3.1313 2.6420 1.4346
O -2.7600 1.6792 -0.6508
C -2.7007 2.9633 -0.0007
H -2.4474 3.0331 2.1931
H -4.1604 2.9478 1.6554
H -1.6703 3.3296 -0.0680
H -3.3817 3.6439 -0.5196
O -2.7572 -0.4562 0.0107
Li -1.8788 -1.6117 -1.2356
C -0.7117 -3.1089 -0.3139
C 0.5638 -3.5681 -0.9296
O 1.7441 -2.9279 -0.2961
C 2.9785 -3.3435 -0.6163
O 3.1403 -4.2175 -1.5099
O 3.9111 -2.9163 0.1215
H -0.5130 -2.6840 0.6904
H -1.3824 -3.9806 -0.1783
H 0.6453 -3.3338 -2.0021
H 0.7150 -4.6540 -0.8260
Tl 5.3175 -4.0331 -1.1667

Atomic forces in eV per Å
-0.9 0.1 0.3
3.5 -1.6 0.1
-0.2 0.0 0.1
-0.8 0.4 -0.4
-0.1 0.1 -0.1
-0.2 -0.1 -0.2
0.3 0.0 0.0
-0.2 -0.1 0.0
0.2 -0.1 0.1
-1.7 1.4 -0.1
0.2 -0.3 0.6
-0.9 0.9 0.2
1.1 -0.7 -0.7
0.2 0.1 -0.2
-2.9 -0.1 1.4
-0.8 0.0 -0.7
-0.4 0.9 0.2
-0.1 -0.3 -0.3
0.4 0.3 0.1
0.1 -0.1 0.2
0.1 0.2 -0.1
3.0 -0.8 -0.7

Properties
- frontier orbital gap (eV) = 5.984
- E_LUMO (eV) = -0.07
- HOMO level (Eh) = -0.222
- DFT total energy (eV) = -23534.34755
- ΔE to the lowest compared entry with this formula, charge and spin (kcal/mol) = 10.4

---

Below is 2 unconnected molecules or ions with the total composition C4H8NO in a non-equilibrium geometry, with properties calculated with the ωB97M-V functional and the def2-TZVPD basis.

Positions of all 14 atoms, in Å:
C 0.4408 0.4101 1.1186
C 0.4878 -0.6120 0.4907
C 0.3595 1.5815 1.9629
C -0.8648 -0.6955 -1.9732
N 0.3672 -1.6453 -0.2931
O -0.3707 0.5105 -1.8779
H 1.3302 2.0340 2.2235
H -0.2119 2.3560 1.4259
H 0.0630 1.3061 2.9814
H -1.6816 -1.0234 -1.2682
H -0.4460 -1.1542 -2.8385
H 1.2145 -1.8993 -0.7774
H 0.0047 -2.4657 0.1042
H -0.6928 1.2973 -1.2787

Atomic forces in eV per Å
0.3 -0.3 0.0
0.0 2.6 2.0
0.9 0.7 0.4
0.2 2.4 3.1
0.4 -1.2 -3.2
-1.0 0.8 0.1
0.1 -0.3 -0.8
-0.2 -0.2 0.9
-0.9 0.1 -0.4
0.6 0.4 -1.5
-0.1 -1.0 -0.3
0.4 0.0 -0.2
-0.9 -1.3 0.8
0.3 -2.8 -1.0

Properties
- frontier orbital gap (alpha / beta) (eV) = 8.399 / 8.400
- E_LUMO (alpha / beta) (eV) = -5.15 / -5.15
- HOMO level (alpha / beta) (Eh) = -0.498 / -0.498
- DFT total energy (eV) = -7804.45409
- total charge = +1
- ΔE to the lowest compared entry with this formula, charge and spin (kcal/mol) = 84.1